[1]
Below is C38H60B2HgKO46 as an isolated structure in a non-equilibrium geometry, with properties calculated with the ωB97M-V functional and the def2-TZVPD basis.

The geometry in XYZ format:
```
148
Properties=species:S:1:pos:R:3:mulliken_charge:R:1
K -1.681 -0.579 -5.462 1.028
Hg 1.692 -2.912 4.679 1.384
O 0.999 -0.899 3.475 0.563
C 0.366 -0.261 2.552 -0.194
O 0.503 -0.478 1.266 -0.010
B -0.332 0.394 0.512 -0.260
O -1.356 0.881 1.516 0.006
C -0.861 0.581 2.741 0.099
O -1.358 0.949 3.791 -0.454
O -0.880 -0.206 -0.698 0.089
C -0.520 0.491 -1.801 -0.727
O -0.868 0.140 -2.956 0.258
C 0.297 1.646 -1.287 0.335
O 0.363 1.596 0.013 0.653
O 0.688 2.577 -1.955 -0.599
O 1.422 -3.381 2.238 -0.252
C 0.683 -3.557 1.222 -0.308
O 1.064 -3.622 -0.076 -0.499
B -0.051 -3.910 -0.937 0.886
O -1.188 -4.064 0.035 0.625
C -0.792 -3.941 1.283 0.655
O -1.415 -4.033 2.301 -0.707
O 0.065 -5.123 -1.815 -0.695
C 0.045 -4.839 -3.099 0.253
O 0.067 -5.575 -4.064 -0.628
C -0.174 -3.298 -3.237 0.475
O -0.169 -2.851 -1.932 0.196
O -0.445 -2.647 -4.302 -0.640
C 8.077 0.887 -0.987 -0.809
O 6.829 1.477 -0.984 -0.212
C 6.235 1.780 -2.201 0.682
O 6.732 1.707 -3.338 -0.601
O 5.006 2.291 -1.924 -0.180
C 4.019 2.590 -2.854 -0.453
H 8.134 -0.199 -1.049 0.309
H 8.579 0.924 -0.020 0.287
H 8.735 1.360 -1.716 0.341
H 4.465 3.144 -3.681 0.546
H 3.198 3.166 -2.427 0.132
H 3.561 1.684 -3.249 0.065
C 2.849 0.504 -7.257 -0.474
O 2.383 1.598 -6.534 -0.334
C 1.127 1.804 -6.303 0.981
O 0.178 1.091 -6.671 -0.737
O 1.121 2.977 -5.616 -0.343
C -0.174 3.216 -5.085 -0.264
H 3.346 -0.229 -6.621 -0.019
H 3.603 0.939 -7.914 0.263
H 1.985 0.112 -7.793 0.368
H -0.960 3.089 -5.829 0.410
H -0.099 4.234 -4.704 0.333
H -0.489 2.440 -4.387 -0.206
C 2.906 2.953 0.914 -0.549
O 1.963 2.907 1.927 -0.057
C 2.160 3.049 3.223 0.496
O 3.258 3.249 3.680 -0.639
O 0.999 2.927 3.821 0.407
C 0.884 3.201 5.209 -1.029
H 2.480 2.661 -0.045 -0.251
H 3.782 2.379 1.217 0.153
H 3.112 4.014 0.769 0.490
H 1.298 2.394 5.813 0.262
H -0.133 3.458 5.503 0.234
H 1.510 4.059 5.454 0.437
C 4.774 -4.076 1.612 -0.687
O 5.302 -2.811 1.954 -0.238
C 4.738 -2.078 2.911 0.430
O 3.592 -2.276 3.397 -0.436
O 5.370 -0.980 3.134 -0.361
C 4.799 0.238 3.683 -0.421
H 5.357 -4.768 2.221 0.412
H 5.083 -4.344 0.602 0.283
H 3.745 -4.371 1.818 0.157
H 3.736 0.133 3.896 -0.093
H 5.019 1.143 3.117 0.291
H 5.152 0.338 4.709 0.503
C -3.331 2.890 -2.151 -0.083
O -4.573 2.641 -2.949 -0.347
C -4.439 2.067 -4.220 0.621
O -3.363 1.568 -4.690 -0.404
O -5.679 2.044 -4.834 -0.344
C -5.704 1.643 -6.245 -0.644
H -2.798 1.951 -2.000 -0.149
H -3.591 3.327 -1.187 0.218
H -2.657 3.539 -2.710 0.302
H -6.199 0.686 -6.404 0.265
H -4.721 1.768 -6.700 0.293
H -6.399 2.396 -6.615 0.270
C -0.527 0.305 6.602 -0.454
O -1.558 -0.621 6.777 -0.263
C -1.460 -1.808 6.086 0.315
O -0.478 -2.276 5.513 -0.393
O -2.666 -2.489 6.103 -0.272
C -3.794 -2.164 6.996 -0.674
H 0.204 0.051 5.834 0.093
H -0.022 0.489 7.550 0.417
H -1.059 1.218 6.334 0.201
H -4.462 -1.440 6.531 0.268
H -3.525 -1.777 7.979 0.316
H -4.195 -3.137 7.281 0.309
C 0.385 5.834 1.254 -0.583
O -0.790 4.975 1.144 -0.162
C -1.557 4.888 2.274 0.786
O -1.341 5.437 3.361 -0.648
O -2.548 4.051 1.950 -0.128
C -3.460 3.662 2.866 -0.657
H 0.070 6.831 1.560 0.425
H 0.811 5.989 0.263 0.204
H 1.029 5.451 2.046 0.051
H -4.165 3.044 2.310 0.201
H -4.052 4.549 3.094 0.386
H -3.074 3.138 3.741 0.185
C 3.924 -2.770 -4.324 -0.422
O 4.012 -2.613 -2.929 -0.306
C 3.541 -1.486 -2.285 0.889
O 2.990 -0.546 -2.833 -0.539
O 3.912 -1.466 -1.050 -0.419
C 3.539 -0.335 -0.131 0.403
H 4.944 -3.124 -4.469 0.324
H 3.748 -1.865 -4.906 -0.037
H 3.151 -3.470 -4.640 0.256
H 3.061 0.491 -0.658 -0.103
H 4.381 0.042 0.449 0.349
H 2.874 -0.741 0.632 -0.620
C -4.122 -1.693 -2.459 0.141
O -3.732 -3.078 -2.563 -0.325
C -3.998 -4.013 -1.704 0.796
O -4.850 -3.975 -0.788 -0.640
O -3.149 -5.112 -1.942 -0.219
C -3.168 -6.128 -1.017 -0.717
H -5.107 -1.633 -1.997 0.474
H -4.118 -1.147 -3.403 -0.044
H -3.345 -1.317 -1.794 -0.270
H -2.332 -6.747 -1.342 0.277
H -4.080 -6.722 -0.959 0.387
H -3.006 -5.806 0.011 0.146
C -3.602 -1.916 1.454 0.070
O -4.869 -1.398 1.313 -0.072
C -5.667 -1.109 2.411 0.521
O -5.263 -0.948 3.566 -0.547
O -6.955 -0.993 1.932 -0.258
C -7.951 -0.628 2.808 -0.680
H -3.077 -1.078 1.911 0.012
H -3.249 -1.998 0.426 -0.461
H -3.650 -2.794 2.098 0.486
H -8.156 0.429 2.641 0.245
H -7.634 -0.819 3.833 0.332
H -8.793 -1.278 2.568 0.241
```

## Properties
LUMO level: -7.3502 eV
strongest force on any atom: 0.1109 hartree/bohr
total charge: +1
frontier orbital gap: 4.39 eV
spin multiplicity: 1

---

[2]
Below is a 3-piece molecular cluster, C38H60FN3O12PS overall in a non-equilibrium geometry, with properties calculated with the ωB97M-V functional and the def2-TZVPD basis.

The geometry in XYZ format:
```
116
Properties=species:S:1:pos:R:3:mulliken_charge:R:1
C -1.886 2.737 6.467 -1.286
C -1.292 2.540 5.086 -0.384
C -2.147 1.665 4.181 -0.833
C -1.414 1.224 2.906 -1.201
C -1.287 -0.324 2.789 0.838
C -2.390 -0.863 1.889 -0.366
C -2.636 -2.396 1.884 -0.911
C -1.713 -3.261 2.734 -1.111
C -0.323 -3.514 2.113 0.921
C 0.825 -3.152 3.044 -0.956
C 2.216 -3.299 2.422 -1.294
C 2.471 -2.353 1.233 0.310
C 2.489 -3.150 -0.077 -1.438
C 2.985 -2.387 -1.296 -1.331
C 2.011 -1.328 -1.794 0.370
C 0.862 -1.715 -2.738 -0.867
N 0.420 -0.363 -3.181 0.767
C -1.027 -0.204 -2.995 0.160
C -1.827 -1.267 -3.686 -1.376
F -1.270 -0.199 -1.637 -0.305
C 1.296 0.541 -2.695 -0.883
N 1.161 1.848 -2.636 0.864
O 0.040 2.453 -3.186 -0.457
C 0.091 2.522 -4.622 -0.130
C 1.079 3.533 -5.160 -0.461
O 0.636 3.911 -6.437 -0.450
C 1.698 4.204 -7.326 -0.308
C 2.266 2.942 -7.968 -1.045
P 2.317 2.929 -1.828 0.074
S 3.833 3.532 -2.831 -0.297
N 2.499 -0.019 -2.253 0.232
C 3.505 0.056 -3.379 -0.530
C 3.689 -1.183 -4.199 -0.763
O 2.601 -1.293 -5.145 -0.121
C 2.825 -2.351 -6.001 -0.070
O 2.647 -3.517 -5.675 -0.450
H -1.202 3.285 7.110 0.322
H -2.807 3.312 6.424 0.229
H -2.103 1.785 6.945 0.452
H -1.178 3.522 4.626 0.260
H -0.284 2.137 5.183 0.380
H -2.508 0.812 4.753 0.451
H -3.035 2.241 3.927 0.339
H -0.434 1.687 2.847 0.555
H -2.002 1.556 2.052 0.442
H -1.347 -0.722 3.794 0.507
H -0.313 -0.519 2.348 -0.976
H -2.218 -0.505 0.882 -0.026
H -3.312 -0.382 2.213 0.373
H -3.668 -2.570 2.174 0.455
H -2.548 -2.748 0.856 0.189
H -2.200 -4.232 2.814 0.545
H -1.607 -2.897 3.750 0.506
H -0.235 -4.578 1.894 0.347
H -0.246 -2.999 1.155 -0.532
H 0.768 -3.823 3.901 0.496
H 0.700 -2.154 3.455 0.230
H 2.305 -4.328 2.084 0.436
H 2.940 -3.126 3.212 0.352
H 3.437 -1.872 1.354 0.686
H 1.683 -1.603 1.184 -0.291
H 1.525 -3.624 -0.249 0.198
H 3.199 -3.959 0.077 0.584
H 3.181 -3.105 -2.093 0.598
H 3.938 -1.909 -1.079 0.304
H 1.452 -1.063 -0.891 0.451
H 1.186 -2.365 -3.540 -0.219
H 0.165 -2.221 -2.084 0.884
H -1.380 0.748 -3.359 0.499
H -1.592 -1.303 -4.743 0.356
H -2.860 -0.940 -3.606 0.494
H -1.777 -2.233 -3.201 0.270
H -0.912 2.804 -4.923 0.594
H 0.288 1.546 -5.063 0.199
H 1.144 4.404 -4.505 0.271
H 2.065 3.074 -5.230 0.200
H 1.322 4.852 -8.109 0.381
H 2.488 4.745 -6.806 0.293
H 2.988 2.474 -7.299 0.236
H 2.793 3.179 -8.884 0.412
H 1.463 2.232 -8.131 0.274
H 2.667 2.175 -0.707 0.098
H 1.423 3.916 -1.397 0.160
H 3.191 0.837 -4.065 0.001
H 4.456 0.386 -2.977 0.536
H 3.781 -2.102 -3.631 0.175
H 4.616 -1.066 -4.762 0.728
H 3.151 -2.073 -7.011 0.394
C -3.037 9.227 6.543 -0.943
C -3.127 8.174 5.721 0.226
C -2.875 6.769 6.196 1.212
O -2.993 5.870 5.383 -0.614
C -2.502 6.564 7.582 -0.985
C -2.409 7.617 8.406 0.432
C -2.683 9.021 7.937 0.902
O -2.591 9.915 8.754 -0.610
O -2.074 7.511 9.682 -0.570
O -3.445 8.278 4.436 -0.577
H -3.219 10.240 6.212 0.426
H -2.310 5.552 7.909 0.379
H -2.086 8.417 10.044 0.360
H -3.445 7.368 4.086 0.358
C -1.535 -6.138 -0.635 -1.032
C -1.310 -7.346 -0.097 0.352
C -0.533 -8.409 -0.829 0.951
O -0.359 -9.467 -0.262 -0.600
C -0.039 -8.108 -2.164 -0.908
C -0.268 -6.902 -2.698 0.259
C -1.023 -5.836 -1.955 1.108
O -1.169 -4.752 -2.500 -0.570
O 0.152 -6.556 -3.910 -0.604
O -1.743 -7.694 1.101 -0.584
H -2.089 -5.366 -0.119 0.471
H 0.505 -8.882 -2.687 0.455
H -0.147 -5.641 -4.053 0.336
H -1.444 -8.612 1.247 0.358
```

## Properties
LUMO level: -3.3518 eV
strongest force on any atom: 0.0557 hartree/bohr
total charge: +1
frontier orbital gap: 7.52 eV
spin multiplicity: 1

---

[3]
Below is C38H60FeOP3SSi as an isolated structure in a non-equilibrium geometry, with properties calculated with the ωB97M-V functional and the def2-TZVPD basis.

The geometry in XYZ format:
```
105
Properties=species:S:1:pos:R:3:mulliken_spin:R:1
Fe -0.416 0.401 0.148 1.365
C 4.232 2.858 -1.831 -0.001
C 3.034 1.987 -2.203 -0.007
C 3.534 0.639 -2.703 -0.009
P 1.776 1.715 -0.821 -0.076
C 1.341 3.478 -0.302 -0.016
C 0.079 3.455 0.562 0.011
C 1.067 4.331 -1.540 0.000
C 2.866 0.979 0.465 0.032
C 3.861 1.708 1.104 0.005
C 4.768 1.081 1.945 -0.003
C 4.674 -0.283 2.171 -0.002
C 3.646 -1.004 1.586 -0.004
C 2.743 -0.399 0.721 -0.081
Si 1.266 -1.386 -0.018 0.069
C 1.745 -1.956 -1.771 -0.079
C 2.945 -2.614 -1.997 -0.002
C 3.322 -2.974 -3.279 -0.001
C 2.493 -2.671 -4.348 -0.001
C 1.284 -2.029 -4.133 -0.003
C 0.901 -1.659 -2.845 0.025
P -0.703 -0.858 -2.455 0.028
C -1.818 -2.012 -3.436 -0.013
C -3.271 -1.558 -3.505 -0.006
C -1.683 -3.411 -2.837 -0.004
C -0.661 0.789 -3.377 -0.066
C -1.782 1.640 -2.782 -0.003
C -0.732 0.762 -4.896 -0.004
C 0.487 -2.868 0.941 -0.200
C 1.203 -4.055 1.028 -0.048
C 0.686 -5.160 1.680 -0.005
C -0.572 -5.096 2.252 0.001
C -1.310 -3.930 2.156 0.005
C -0.796 -2.812 1.501 0.128
P -1.773 -1.261 1.407 0.031
C -3.215 -1.700 0.285 -0.027
C -3.985 -2.987 0.535 -0.002
C -4.129 -0.479 0.198 -0.010
C -2.343 -0.960 3.186 -0.016
C -3.692 -1.502 3.641 -0.002
C -1.229 -1.439 4.114 0.000
H 4.775 3.096 -2.745 0.000
H 4.914 2.318 -1.177 0.000
H 3.952 3.797 -1.361 0.000
H 2.470 2.476 -3.007 0.000
H 3.977 0.064 -1.893 -0.001
H 4.303 0.789 -3.458 0.000
H 2.735 0.057 -3.150 0.001
H 2.162 3.911 0.280 0.000
H -0.766 3.031 -0.002 0.001
H -0.199 4.470 0.848 0.001
H 0.223 2.878 1.471 -0.001
H 0.372 3.826 -2.210 0.000
H 1.971 4.565 -2.090 0.000
H 0.617 5.272 -1.231 0.000
H 3.936 2.773 0.949 0.000
H 5.551 1.655 2.414 0.000
H 5.394 -0.782 2.801 -0.001
H 3.551 -2.061 1.785 -0.002
H 3.592 -2.842 -1.162 0.000
H 4.260 -3.481 -3.447 0.000
H 2.787 -2.935 -5.354 0.000
H 0.649 -1.819 -4.979 0.000
H -1.415 -2.032 -4.454 -0.004
H -3.663 -1.280 -2.531 0.001
H -3.880 -2.373 -3.892 0.000
H -3.398 -0.712 -4.176 0.000
H -1.939 -3.425 -1.779 -0.001
H -0.668 -3.786 -2.946 0.000
H -2.349 -4.097 -3.356 0.000
H 0.305 1.225 -3.077 0.005
H -2.752 1.260 -3.088 0.002
H -1.702 2.673 -3.114 0.002
H -1.739 1.619 -1.678 -0.005
H -1.621 0.249 -5.253 0.000
H 0.148 0.294 -5.327 0.000
H -0.770 1.787 -5.264 0.000
H 2.180 -4.113 0.576 -0.002
H 1.265 -6.068 1.743 -0.001
H -0.980 -5.953 2.768 0.000
H -2.292 -3.894 2.605 0.000
H -2.688 -1.803 -0.675 -0.009
H -4.565 -2.942 1.448 0.000
H -3.325 -3.849 0.573 0.000
H -4.678 -3.144 -0.290 0.000
H -4.669 -0.329 1.127 -0.001
H -4.865 -0.609 -0.594 0.000
H -3.543 0.422 -0.011 0.003
H -2.399 0.137 3.228 -0.005
H -3.721 -2.587 3.632 0.000
H -4.512 -1.110 3.046 0.000
H -3.848 -1.182 4.669 0.000
H -1.273 -2.514 4.254 0.000
H -1.325 -0.974 5.093 0.000
H -0.260 -1.195 3.690 -0.002
C 2.000 0.156 4.330 0.001
S 1.404 1.432 3.171 0.002
C 0.422 2.366 4.398 0.000
O 0.386 0.746 2.279 0.007
H 2.806 0.614 4.894 0.000
H 2.389 -0.678 3.755 0.000
H 1.216 -0.179 5.000 0.000
H 1.063 2.614 5.238 0.000
H -0.421 1.770 4.724 0.000
H 0.068 3.287 3.941 0.000
```

## Properties
LUMO level (spin up / spin down): -6.7836 / -5.4535 eV
strongest force on any atom: 0.0374 hartree/bohr
total charge: +2
frontier orbital gap (spin up / spin down): 7.32 / 8.36 eV
spin multiplicity: 2
<S²>: 1.059

---

[4]
Below is a 3-piece molecular cluster, C38H61ClF2N3O3S overall in a non-equilibrium geometry, with properties calculated with the ωB97M-V functional and the def2-TZVPD basis.

The geometry in XYZ format:
```
109
Properties=species:S:1:pos:R:3:mulliken_charge:R:1
C -3.419 3.205 5.870 -0.503
C -2.132 2.695 5.971 -0.240
N -1.049 2.869 5.002 0.018
C -0.832 2.086 3.939 -0.278
N -1.733 1.020 3.737 0.347
C -1.471 0.152 2.561 -1.086
C -2.541 0.492 1.432 0.790
C -3.892 1.133 1.945 -1.294
C -3.874 2.707 2.089 -0.011
C -3.386 3.488 0.799 -0.836
C -4.000 2.978 -0.567 -0.598
C -2.975 3.237 -1.775 -0.410
C -3.275 2.148 -2.900 -1.256
C -2.709 0.717 -2.513 0.882
O -3.796 -0.177 -2.158 -0.406
C -3.387 -1.541 -2.296 -0.570
C 0.033 0.166 2.045 2.806
C -0.044 -0.516 0.578 -0.267
C 1.318 -1.171 0.084 -0.854
C 1.184 -1.470 -1.477 -0.311
C 2.447 -1.021 -2.344 -1.148
C 1.965 -0.383 -3.729 -0.173
C 2.262 -1.412 -4.910 -0.383
C 1.049 -1.527 -5.949 -1.286
C 1.019 -0.734 2.881 -2.246
C 0.924 -0.631 4.458 0.755
C 1.898 0.484 5.085 -1.072
Cl 1.611 -2.242 5.086 -0.133
C 0.390 1.682 1.870 -0.293
S 2.007 2.114 1.111 1.756
C 1.982 1.996 -0.750 -0.685
O 2.179 3.595 1.375 -0.781
O 3.198 1.444 1.710 -0.713
N 0.261 2.478 3.115 -0.196
H -4.043 3.193 4.940 0.193
H -3.887 3.667 6.787 0.300
H -1.875 2.126 6.911 0.401
H -0.420 3.663 5.163 0.342
H -1.911 0.469 4.577 0.625
H -1.668 -0.920 2.875 0.447
H -2.156 1.131 0.591 -0.955
H -2.824 -0.501 0.960 0.341
H -4.703 0.819 1.219 0.494
H -4.205 0.699 2.944 0.405
H -4.947 3.021 2.288 0.505
H -3.202 3.021 2.945 -0.378
H -3.730 4.563 0.925 0.650
H -2.252 3.548 0.750 0.059
H -4.240 1.882 -0.599 0.159
H -4.940 3.566 -0.785 0.509
H -1.899 3.104 -1.471 0.066
H -3.096 4.265 -2.212 0.455
H -4.397 2.107 -3.023 0.311
H -2.854 2.462 -3.901 0.378
H -2.168 0.215 -3.372 0.521
H -1.999 0.734 -1.635 -0.824
H -2.473 -1.810 -1.690 0.099
H -4.246 -2.170 -1.923 0.274
H -3.207 -1.826 -3.379 0.315
H -0.775 -1.379 0.677 0.587
H -0.432 0.192 -0.203 -1.358
H 2.253 -0.624 0.379 0.570
H 1.381 -2.185 0.589 0.436
H 0.232 -0.978 -1.859 -0.293
H 1.011 -2.580 -1.636 0.598
H 3.077 -1.950 -2.499 0.565
H 3.111 -0.318 -1.755 0.384
H 0.856 -0.139 -3.706 -0.035
H 2.484 0.606 -3.929 0.333
H 2.359 -2.437 -4.446 0.262
H 3.209 -1.165 -5.476 0.292
H 0.201 -2.029 -5.403 0.390
H 1.376 -2.221 -6.783 0.317
H 0.750 -0.531 -6.370 0.271
H 2.106 -0.650 2.617 0.317
H 0.739 -1.810 2.643 0.700
H -0.113 -0.594 4.875 0.152
H 2.702 0.039 5.724 0.493
H 1.309 1.248 5.681 0.090
H 2.395 0.992 4.209 0.298
H -0.395 2.108 1.162 -0.779
H 1.699 3.026 -1.131 0.463
H 3.018 1.799 -1.137 0.407
H 1.197 1.294 -1.133 -0.028
H 1.141 2.575 3.629 0.547
F -1.002 -6.703 6.135 -0.311
C 0.340 -6.724 6.211 0.271
C 1.050 -5.555 5.994 -0.230
C 2.437 -5.574 6.077 -0.140
C 3.098 -6.764 6.366 -0.586
C 2.374 -7.932 6.578 -0.356
C 0.986 -7.912 6.506 -0.421
H 0.517 -4.641 5.762 0.348
H 3.003 -4.664 5.917 0.298
H 4.180 -6.779 6.427 0.366
H 2.890 -8.859 6.799 0.366
H 0.405 -8.810 6.676 0.412
F 3.727 -0.658 -7.689 -0.311
C 3.488 0.399 -8.485 0.351
C 2.781 0.216 -9.661 -0.393
C 2.529 1.310 -10.481 -0.371
C 2.996 2.570 -10.120 -0.478
C 3.709 2.739 -8.939 -0.359
C 3.952 1.649 -8.112 -0.359
H 2.433 -0.774 -9.929 0.410
H 1.970 1.180 -11.400 0.362
H 2.803 3.422 -10.763 0.371
H 4.075 3.721 -8.661 0.358
H 4.499 1.763 -7.184 0.412
```

## Properties
LUMO level: -3.2089 eV
relative energy (zero: lowest compared OMol25 entry of this formula, charge and spin): 112.1 kcal per mole
strongest force on any atom: 0.1266 hartree/bohr
total charge: +1
frontier orbital gap: 7.45 eV
spin multiplicity: 1